The following is a DFT calculation (the ωB97M-V functional and the def2-TZVPD basis) of a molecular structure, C22H44O24S3 in a non-equilibrium geometry.

Geometry (Å):
1 C 0.05 4.94 -1.84
2 C 0.47 3.84 -0.83
3 O 0.76 4.47 0.50
4 C 2.06 4.63 0.67
5 O 2.97 4.35 -0.08
6 O 2.31 5.17 1.84
7 C 3.65 5.57 2.11
8 H 0.78 5.73 -1.92
9 H -0.93 5.24 -1.48
10 H -0.15 4.34 -2.72
11 H 1.30 3.27 -1.26
12 H -0.28 3.12 -0.72
13 H 4.31 4.73 2.07
14 H 3.66 5.94 3.12
15 H 3.89 6.36 1.35
16 C 5.87 0.67 -0.31
17 C 4.64 1.55 -0.15
18 O 4.60 2.19 1.16
19 C 3.91 1.52 2.09
20 O 3.53 0.39 2.07
21 O 3.79 2.32 3.12
22 C 3.32 1.75 4.34
23 H 6.04 0.30 -1.31
24 H 5.85 -0.23 0.40
25 H 6.70 1.27 -0.03
26 H 3.77 0.95 -0.26
27 H 4.48 2.30 -0.94
28 H 2.76 0.83 4.16
29 H 2.63 2.46 4.81
30 H 4.08 1.57 5.03
31 C 2.60 -5.38 -5.58
32 C 2.43 -3.92 -5.11
33 O 3.58 -3.78 -4.12
34 C 4.05 -2.56 -3.94
35 O 3.74 -1.53 -4.49
36 O 4.89 -2.53 -2.91
37 C 5.19 -3.72 -2.13
38 H 3.54 -5.41 -6.08
39 H 1.81 -5.61 -6.27
40 H 2.60 -6.02 -4.71
41 H 1.56 -3.66 -4.52
42 H 2.60 -3.15 -5.86
43 H 5.80 -4.46 -2.67
44 H 4.30 -4.17 -1.89
45 H 5.77 -3.39 -1.30
46 C -5.34 -0.95 -1.55
47 C -5.69 0.49 -1.87
48 O -4.59 1.42 -1.68
49 C -4.50 2.01 -0.48
50 O -5.27 1.88 0.44
51 O -3.46 2.90 -0.59
52 C -3.01 3.44 0.67
53 H -4.66 -1.32 -2.29
54 H -6.26 -1.58 -1.59
55 H -4.79 -1.00 -0.58
56 H -6.64 0.86 -1.42
57 H -5.99 0.67 -2.91
58 H -2.03 3.86 0.40
59 H -2.78 2.63 1.36
60 H -3.73 4.18 0.95
61 C -4.78 0.47 2.99
62 C -5.78 -0.46 2.32
63 O -5.92 -1.54 3.26
64 S -4.84 -1.53 4.43
65 O -4.13 -2.76 4.40
66 O -5.43 -1.12 5.66
67 O -3.91 -0.41 3.82
68 H -5.29 1.07 3.66
69 H -4.17 1.01 2.27
70 H -5.35 -0.89 1.39
71 H -6.81 -0.03 2.18
72 C -1.64 -3.79 1.73
73 C -2.79 -4.21 0.76
74 O -2.30 -5.35 0.02
75 S -0.82 -4.95 -0.41
76 O -0.94 -4.23 -1.66
77 O 0.05 -6.10 -0.30
78 O -0.48 -3.96 0.84
79 H -1.55 -4.53 2.53
80 H -1.52 -2.79 2.14
81 H -3.12 -3.40 0.11
82 H -3.57 -4.70 1.30
83 C 0.83 -0.41 0.41
84 C 0.43 0.95 1.10
85 O -0.85 1.25 0.60
86 S -1.46 0.06 -0.28
87 O -1.32 0.38 -1.65
88 O -2.76 -0.12 0.36
89 O -0.48 -1.04 0.19
90 H 1.35 -1.12 1.03
91 H 1.33 -0.10 -0.51
92 H 1.13 1.75 0.87
93 H 0.38 0.90 2.19

Calculated values
HOMO level, eV: -10.63
Total charge: 0
ΔE to the lowest compared entry with this formula, charge and spin, kcal/mol: 0.0
Kohn-Sham gap, hartree: 0.401

---

The following is a DFT calculation (the ωB97M-V functional and the def2-TZVPD basis) of 2 unconnected molecules or ions with the total composition C2H3BrClFIN in a non-equilibrium geometry.

Geometry (Å):
1 C -0.42 -0.66 -0.40
2 C 1.76 0.15 0.10
3 N 0.97 -0.35 -0.83
4 F 1.21 0.24 1.33
5 Cl -1.51 0.72 -0.87
6 Br 2.63 -2.92 0.42
7 I 3.49 1.24 -0.31
8 H -0.85 -1.59 -0.91
9 H -0.36 -0.84 0.67
10 H 1.20 -0.53 -1.73

Calculated values
HOMO level, eV: -7.79
Total charge: 0
ΔE to the lowest compared entry with this formula, charge and spin, kcal/mol: 31.9
Kohn-Sham gap, hartree: 0.218

---

The following is a DFT calculation (the ωB97M-V functional and the def2-TZVPD basis) of 2 unconnected molecules or ions with the total composition C9H15N in a non-equilibrium geometry.

Geometry (Å):
1 C 0.70 1.04 0.03
2 C -0.73 1.11 -0.35
3 C -1.48 -0.19 0.06
4 C -1.86 -0.20 1.62
5 C 1.60 0.50 -0.97
6 C 1.05 -0.87 -1.56
7 C 0.71 -1.32 -0.18
8 C 1.53 -0.13 0.52
9 C -0.81 -1.53 -0.18
10 H 1.40 3.15 -0.19
11 H 1.83 1.97 1.29
12 H -1.03 1.18 -1.46
13 H -1.22 1.96 0.19
14 H -2.41 -0.06 -0.65
15 H -2.84 -0.91 1.65
16 H -1.92 0.89 2.05
17 H 2.46 0.95 -1.37
18 H 1.76 -1.62 -2.18
19 H 0.29 -0.67 -2.29
20 H 1.04 -2.29 0.06
21 H 2.24 -0.18 1.37
22 H -1.06 -0.96 2.62
23 H -1.11 -1.95 -1.05
24 H -1.24 -2.29 0.59
25 N 1.10 2.42 0.38

Calculated values
HOMO level, eV: -8.54
Total charge: 0
ΔE to the lowest compared entry with this formula, charge and spin, kcal/mol: 165.0
Kohn-Sham gap, hartree: 0.351

---

Q: The lowest Kohn-Sham gap belongs to which entry?
A: C2H3BrClFIN